1.
The following is a DFT calculation (the ωB97M-V functional and the def2-TZVPD basis) of CH4Na7O5 as an isolated structure in a non-equilibrium geometry.

```
17
CH4Na7O5, DFT the ωB97M-V functional and the def2-TZVPD basis
Na -4.672 4.004 -1.444
Na 0.877 3.998 -1.590
Na -0.214 -2.865 5.326
Na -4.186 -0.062 3.170
Na 3.689 -3.393 1.331
Na 1.742 2.263 3.902
Na 5.864 1.505 0.974
C -0.329 -0.090 0.271
O -1.173 0.772 -0.083
O -0.671 -0.867 1.183
O 0.860 0.158 0.037
O -4.884 -1.371 -0.774
H -4.120 -0.875 -0.480
H -4.553 -2.257 -0.920
O 3.825 -0.276 -4.011
H 3.318 0.005 -3.249
H 4.627 -0.646 -3.642
```

Summary:
Energy above the lowest of the compared OMol25 structures with the same formula, charge and spin (kcal/mol): 62.70
Total charge: +5
HOMO energy (eV): -16.88
Total energy (hartree): -1550.91238
Lowest unoccupied orbital energy (eV): -13.8644
HOMO-LUMO gap (eV): 3.02

2.
The following is a DFT calculation (the ωB97M-V functional and the def2-TZVPD basis) of a 2-piece molecular cluster, CH4O2 overall in a non-equilibrium geometry.

```
7
CH4O2, DFT the ωB97M-V functional and the def2-TZVPD basis
C -0.199 0.173 -0.723
O 0.671 1.173 -0.783
O 0.417 -1.259 1.300
H -0.881 -0.026 0.172
H -0.300 -0.377 -1.572
H 0.779 1.695 0.123
H -0.487 -1.379 1.483
```

Summary:
Energy above the lowest of the compared OMol25 structures with the same formula, charge and spin (kcal/mol): 84.83
Total charge: 0
HOMO energy (spin up / spin down) (eV): -8.04 / -9.87
Total energy (hartree): -190.81519
Lowest unoccupied orbital energy (spin up / spin down) (eV): -0.9614 / -0.0573
HOMO-LUMO gap (spin up / spin down) (eV): 7.08 / 9.82

3.
The following is a DFT calculation (the ωB97M-V functional and the def2-TZVPD basis) of one molecule with the formula CH4O2 in a non-equilibrium geometry.

```
7
CH4O2, DFT the ωB97M-V functional and the def2-TZVPD basis
C -0.104 -0.648 0.364
O 0.371 1.645 -0.443
O 0.857 0.169 -0.194
H 0.433 -1.601 0.404
H -0.992 -0.769 -0.268
H -0.394 -0.349 1.375
H -0.170 1.553 -1.238
```

Summary:
Energy above the lowest of the compared OMol25 structures with the same formula, charge and spin (kcal/mol): 56.78
⟨S²⟩: 2.011
2S+1: 3
Total charge: 0
HOMO energy (spin up / spin down) (eV): -7.26 / -9.97
Total energy (hartree): -190.72482
Lowest unoccupied orbital energy (spin up / spin down) (eV): 0.9317 / -2.1625
HOMO-LUMO gap (spin up / spin down) (eV): 8.19 / 7.81

4.
The following is a DFT calculation (the ωB97M-V functional and the def2-TZVPD basis) of an isolated ion of composition CH4O2PS and charge -1 in a non-equilibrium geometry.

```
9
CH4O2PS, DFT the ωB97M-V functional and the def2-TZVPD basis
C 0.257 0.668 -0.800
O -2.162 0.550 0.684
O -0.553 -1.297 1.200
P -1.342 -0.435 -0.002
S 1.818 -0.261 -0.999
H 0.377 1.690 -0.303
H 0.170 0.947 -1.842
H -0.407 -0.764 1.999
H 1.843 -1.097 0.061
```

Summary:
Energy above the lowest of the compared OMol25 structures with the same formula, charge and spin (kcal/mol): 60.76
Total charge: -1
HOMO energy (eV): -2.78
Total energy (hartree): -930.59035
Lowest unoccupied orbital energy (eV): 3.5902
SMILES: [O-]P(O)CS
HOMO-LUMO gap (eV): 6.37

- Look up the total energy of the third one.
  -190.72482 hartree